111
Properties=species:S:1:pos:R:3:forces:R:3 method="wB97M-V/def2-TZVPD" homo_lumo_gap_ev=6.703 total_charge=-1 largest_force_ev_per_a=2.2 total_energy_ev=-168789.413 lumo_energy_ev=1.8
C -3.12544 -0.63884 -2.05347 0.7608 -0.3320 0.7319
C -2.33776 -1.36569 -0.92358 -0.5730 0.3572 -0.3160
C -2.71373 -0.89616 0.49415 1.0185 -0.4741 0.1054
C -1.76123 0.19655 1.02333 -0.9513 -0.2336 -0.3072
C -2.02943 1.54197 0.32902 -0.3326 -0.5137 0.3420
C -1.80374 2.83544 1.12067 0.2252 0.2119 -0.7131
C -0.38673 3.45974 1.04204 -0.4315 0.4433 1.5518
P -0.83924 5.35863 1.07222 -0.5150 0.0544 -2.0924
O -1.74016 5.57012 2.45715 0.4032 -0.0509 0.1996
O 0.51786 6.23492 1.11814 -0.7278 0.3533 0.7572
O 0.01138 3.36237 -0.32121 0.4677 -0.4567 0.2738
S 1.14527 2.37771 -0.93238 0.2126 -0.2906 -0.4940
O 0.46531 1.67314 -2.01041 -0.2555 0.0108 0.0506
O 1.30615 1.21414 0.22989 0.1153 1.3169 -0.3799
C 2.49253 1.56739 1.04518 0.1047 -0.4639 0.5684
C 2.79719 0.27411 1.89264 -0.8576 -0.3696 -0.4318
C 1.94153 -0.96137 1.54260 0.5378 -0.0350 0.6675
C 2.38951 -2.19547 2.34400 -0.6052 -0.1255 -0.1506
C 1.30967 -3.30115 2.31435 0.2129 0.1967 0.0575
C 0.45160 -3.39547 3.56773 -0.0634 -0.4999 0.1824
N 1.22285 -3.74950 4.77128 -0.2485 -0.0257 -0.1094
C 3.74754 1.74994 0.15668 -0.0994 -0.3730 -0.7379
C 3.86580 0.60350 -0.89417 0.4684 0.5604 0.1350
C 3.92032 1.04110 -2.34713 0.3471 -0.1544 -0.2685
O 4.97586 1.99781 -2.59441 -0.1944 -0.1026 0.3285
C 4.58178 3.20282 -3.09537 -0.0756 0.2921 -0.0282
C 3.94366 3.20365 -4.46205 -0.4530 0.0679 -0.0875
O 4.79416 4.21499 -2.50114 0.3595 0.0690 0.0472
C 2.13464 2.82030 1.90710 0.3113 -0.6780 0.1280
C 2.91035 4.11301 1.51246 0.0868 0.7626 0.0491
O 3.60187 4.58959 2.44067 -0.0582 -0.1944 0.0765
O 2.75750 4.54286 0.35816 -0.1850 -0.2851 -0.1610
C 0.62787 3.08762 2.19623 0.7712 0.3722 0.6955
N 0.66198 4.24619 3.12681 -0.3880 -0.3198 0.0070
S -0.01077 1.67824 3.26844 -0.2087 -0.7106 -0.5099
H -2.48272 0.13853 -2.46397 -0.2661 0.1156 -0.2261
H -4.02413 -0.19093 -1.62967 -0.1140 0.0492 -0.2204
H -3.40192 -1.37225 -2.80447 0.0503 0.3933 -0.2779
H -1.27184 -1.19266 -1.09057 0.0466 -0.0649 0.1023
H -2.49000 -2.44267 -1.02053 -0.0986 -0.0001 0.0743
H -3.75927 -0.58592 0.56319 -0.0290 0.0438 -0.0862
H -2.59149 -1.75792 1.16203 -0.1371 0.0329 0.0359
H -0.75708 -0.17847 0.83051 0.1275 0.3079 0.2652
H -1.93857 0.26670 2.09677 0.1903 0.1339 0.0251
H -1.50841 1.56071 -0.62766 0.0261 0.2093 0.0355
H -3.09528 1.52650 0.07600 -0.0164 0.1245 -0.0093
H -2.44490 3.57996 0.62703 0.0073 -0.0155 -0.0036
H -2.17533 2.77743 2.14561 0.1620 -0.2381 0.0465
H -1.89957 4.76931 2.96968 0.0785 0.0890 0.0162
H 0.71309 6.63871 1.97528 0.4355 -0.4932 0.0629
H 3.82069 -0.03572 1.68117 0.1620 0.1916 0.2606
H 2.68725 0.45278 2.96216 0.1002 0.1911 -0.0343
H 0.88925 -0.79293 1.76868 0.0249 0.1686 -0.1699
H 2.07460 -1.19205 0.48791 -0.4000 -0.0294 -0.1044
H 3.31606 -2.59645 1.92802 0.1377 0.1475 0.1273
H 2.55831 -1.92899 3.39170 0.2175 0.0830 -0.0457
H 0.64313 -3.13593 1.46325 0.0873 -0.1433 -0.1076
H 1.77715 -4.28466 2.19539 -0.0247 0.0072 -0.1568
H -0.26644 -4.20704 3.40325 -0.1311 0.1526 -0.0725
H -0.13635 -2.49218 3.74346 0.1381 0.1295 -0.0071
H 2.16199 -4.02788 4.52256 0.0509 0.0807 0.0945
H 1.26755 -2.99159 5.43158 0.1600 0.1386 0.0270
H 3.81005 2.71315 -0.34453 -0.2062 0.0960 0.1689
H 4.62264 1.67951 0.80076 -0.0997 0.2543 0.1969
H 4.79140 0.05224 -0.71070 -0.1358 -0.1930 0.0768
H 3.01859 -0.07485 -0.82522 0.0772 -0.1843 -0.0164
H 2.97110 1.43906 -2.69016 -0.0293 0.1660 0.1092
H 4.14666 0.16597 -2.95687 -0.0875 -0.0095 -0.0777
H 4.65577 2.92512 -5.23916 0.0776 -0.1502 0.1258
H 3.58709 4.21140 -4.65997 0.0583 0.0195 0.0037
H 3.08148 2.53612 -4.51657 0.1363 -0.1333 -0.0130
H 2.52861 2.60177 2.90139 0.0123 -0.0568 -0.0111
H -0.19402 4.21434 3.67121 0.0958 0.1485 0.0495
H 1.40828 4.11680 3.80419 0.2902 0.1313 -0.2847
H 0.50726 2.10578 4.42339 0.2385 0.1120 -0.1419
Cl -0.49788 0.32387 6.72917 0.1122 -0.1637 0.0095
C -2.16965 0.65603 6.98874 0.0475 -0.1268 0.0251
C -2.69528 1.89328 6.64803 -0.0533 0.0576 -0.0488
Cl -1.68184 3.08968 5.93629 -0.1852 0.3308 0.1848
C -4.03774 2.16198 6.87188 -0.0781 -0.0411 0.0191
C -4.85055 1.18986 7.43028 0.0422 -0.0775 0.0196
C -4.32442 -0.05235 7.76387 -0.0262 0.0800 -0.0194
C -2.98376 -0.32007 7.54400 -0.0987 0.0136 0.0393
H -4.44156 3.12860 6.60509 0.0628 0.0202 -0.0277
H -5.89710 1.40132 7.60338 -0.0009 0.0113 -0.0103
H -4.95920 -0.81381 8.19643 0.0069 -0.0100 -0.0017
H -2.56466 -1.28267 7.80197 0.0546 0.0205 -0.0286
Cl 1.44914 -0.19487 -3.97621 -0.2248 -0.2731 -0.1933
C 1.61809 -1.24282 -5.33533 -0.0723 0.1322 0.0760
C 2.59174 -2.23243 -5.39397 0.0329 -0.0930 -0.0439
Cl 3.69498 -2.49228 -4.08748 -0.0174 0.0444 0.0426
C 2.69132 -3.04669 -6.51384 -0.0351 -0.0336 -0.0963
C 1.82050 -2.87964 -7.57670 -0.0358 0.0362 0.0123
C 0.84210 -1.89623 -7.51954 0.0381 -0.0277 0.0201
C 0.74314 -1.08355 -6.40337 -0.0176 -0.0537 -0.1415
H 3.45382 -3.81249 -6.54818 0.0242 0.0198 0.0651
H 1.90506 -3.51694 -8.44685 0.0128 -0.0087 0.0077
H 0.15533 -1.76163 -8.34462 -0.0067 0.0144 0.0078
H -0.01607 -0.31540 -6.35262 0.0244 0.0222 0.0765
Cl -4.92387 -3.33936 -2.61398 -0.1873 -0.3038 0.0170
C -4.42193 -4.38548 -3.89159 -0.0901 0.0599 0.0039
C -3.33560 -5.23821 -3.74151 0.0873 -0.0597 0.0167
Cl -2.44327 -5.30373 -2.26438 -0.0176 0.0284 0.0076
C -2.95051 -6.05877 -4.79250 -0.0249 -0.0313 -0.1088
C -3.64750 -6.03156 -5.98825 -0.0445 0.0374 0.0064
C -4.73588 -5.18255 -6.13708 0.0476 -0.0306 0.0187
C -5.12061 -4.36177 -5.09084 -0.0014 -0.0463 -0.1087
H -2.10230 -6.71749 -4.66929 0.0138 0.0284 0.0671
H -3.34029 -6.67250 -6.80364 0.0124 -0.0063 0.0094
H -5.28499 -5.15816 -7.06872 -0.0075 0.0154 0.0043
H -5.96538 -3.69623 -5.20040 0.0126 0.0296 0.0674

---

72
Properties=species:S:1:pos:R:3:forces:R:3 method="wB97M-V/def2-TZVPD" homo_lumo_gap_ev="4.799 / 5.606" total_charge=-2 largest_force_ev_per_a=2.7 total_energy_ev=-84668.781 lumo_energy_ev="3.3 / 3.3"
Pt 1.25013 0.89542 -0.61224 0.5890 -0.4528 -0.3153
C -0.50154 1.93281 6.80620 -0.2362 0.0200 -0.1517
C -1.66457 1.79254 5.81968 -0.0831 0.1737 0.5289
C -2.78898 0.88855 6.32120 0.1000 0.0001 -0.0276
C -2.30228 -0.54520 6.47909 -0.0762 0.1318 0.0017
C -1.65876 -1.00090 5.19884 -0.0442 -0.4513 0.1243
C -1.56829 -2.35307 4.91715 0.0510 0.3677 -0.1573
C -0.97684 -2.77717 3.73575 0.1363 0.1924 -0.2106
F -0.87216 -4.10886 3.51731 -0.0510 0.1368 -0.0024
C -0.50044 -1.88761 2.80472 -0.0790 -0.0885 0.2766
C -0.57676 -0.51212 3.07106 -0.2345 -0.2601 0.3129
C -0.04730 0.44183 2.09527 0.0101 0.0757 -0.4163
O 0.20509 0.01337 0.94221 -0.1532 0.1351 0.6961
C 0.10874 1.77811 2.57380 0.4367 0.2708 -0.3016
C -0.46743 2.12689 3.75232 -0.1485 -0.2884 -0.2695
N -1.15586 1.28205 4.55800 0.0894 0.2453 -0.2588
C -1.14064 -0.06549 4.28674 0.1520 -0.5150 -0.4593
C 1.00205 2.86744 1.92211 0.6026 -0.3437 -0.2604
O 0.93829 3.97566 2.44798 -0.4613 0.9178 0.6461
O 1.79131 2.51426 1.02019 -0.1325 0.0682 0.5304
H -0.85519 2.27092 7.77718 -0.0299 0.0477 0.1398
H 0.21475 2.65436 6.41991 0.0782 0.0427 0.0268
H 0.01282 0.98232 6.92241 0.0643 -0.1003 0.0581
H -2.08321 2.78772 5.62308 0.0938 -0.1763 -0.0417
H -3.59489 0.90091 5.58420 -0.0534 0.0635 0.0156
H -3.18469 1.27428 7.26197 0.0293 0.0597 -0.0148
H -3.14424 -1.19872 6.71821 0.0528 -0.0145 0.0116
H -1.59443 -0.62339 7.31004 -0.0113 0.0259 -0.0008
H -1.95543 -3.08293 5.61164 -0.0389 -0.0910 0.0885
H -0.04315 -2.22946 1.89009 0.0272 -0.0173 -0.1102
H -0.38115 3.15860 4.06568 0.0112 0.0833 -0.0113
O 3.97684 -2.24845 0.03694 0.2844 -0.2506 -0.0264
C 2.99118 -1.64744 -0.37240 -0.0952 0.0060 0.0255
O 2.70787 -0.45246 -0.02656 -0.0567 0.3575 -0.0550
C 2.05361 -2.43357 -1.27100 -0.0714 -0.0923 0.1561
C 0.67730 -2.45332 -1.05221 0.3328 -0.0727 -0.0391
C -0.12067 -3.33885 -1.75076 -0.1349 -0.4074 -0.1841
C 0.46203 -4.21107 -2.66624 0.9054 1.0899 0.7740
C 1.83288 -4.17401 -2.91688 -0.2043 -0.1943 -0.1031
C 2.62157 -3.29398 -2.21022 -0.1973 0.1680 0.0353
N -0.33179 -5.21456 -3.28705 -0.7102 -0.8407 -0.4848
O -1.50378 -5.31450 -2.95482 0.0959 -0.0266 -0.1283
O 0.19823 -5.96076 -4.10153 -0.1017 0.0930 0.0460
H 0.24168 -1.79478 -0.31697 -0.0389 0.0429 -0.1276
H -1.18770 -3.39296 -1.58994 0.0090 0.0857 0.0460
H 2.25152 -4.86898 -3.62766 0.0463 0.0149 -0.0479
H 3.69149 -3.27410 -2.34612 0.0813 -0.0279 -0.0074
O 0.32519 2.63419 -8.03112 0.0863 -0.0566 -0.0866
N -0.30621 2.79798 -6.99683 -0.3281 0.2634 -0.6854
O -1.46809 3.17025 -6.97892 -0.1508 -0.0217 0.0388
C 0.35514 2.57399 -5.76300 0.4891 -0.1307 1.3851
C 1.71559 2.28177 -5.74626 0.3884 -0.1310 0.4577
C 2.36296 2.05756 -4.54325 -1.4873 0.4078 -0.4724
C 1.66445 2.01294 -3.28052 0.0073 -0.1502 0.4582
O 2.25530 1.57882 -2.25318 -0.2016 -0.1182 -0.1247
C 0.29237 2.48163 -3.33921 0.8133 -0.1969 -1.6432
C -0.33547 2.70618 -4.56563 0.1637 -0.1427 0.2062
N -0.46756 2.72385 -2.20695 -1.2023 0.4897 2.3297
O -0.04039 2.47252 -1.02354 -0.3223 0.5420 -1.3335
O -1.57250 3.26981 -2.31701 0.4785 -0.4316 -0.0739
N 3.77297 1.86988 -4.59050 1.2547 0.0389 0.0030
O 4.26913 1.58878 -5.67709 0.0432 -0.1505 -0.1026
O 4.43743 2.06012 -3.58898 -0.2119 -0.0346 -0.1998
H 2.28054 2.24620 -6.66615 -0.0317 -0.0354 0.0756
H -1.38331 2.96227 -4.56937 0.0228 0.0394 0.0081
F -2.37437 -1.51216 -4.58242 0.0279 -0.1284 -0.1401
C -2.17967 -0.62831 -3.58768 0.6342 -0.1770 0.0246
F -2.85056 -1.10340 -2.52245 -0.0330 -0.0657 0.0925
F -2.81026 0.50327 -3.95849 -0.0790 0.3562 -0.0844
C -0.63141 -0.34858 -3.28293 -1.5603 -0.3897 0.4558
O 0.11894 -0.39110 -4.23328 0.7364 -0.0628 -1.0357
O -0.45742 -0.08779 -2.08363 -0.3727 0.0820 0.1198

---

21
Properties=species:S:1:pos:R:3:forces:R:3 method="wB97M-V/def2-TZVPD" homo_lumo_gap_ev="6.068 / 6.719" total_charge=+3 largest_force_ev_per_a=1.6 total_energy_ev=-151344.495 lumo_energy_ev="-15.9 / -15.2"
Ir 0.64155 0.00166 0.38873 -0.2216 0.0659 0.5285
C -4.37764 -0.02623 -0.31854 0.8516 -0.1115 0.4200
C -3.05955 -0.02885 0.43929 -0.8878 0.0228 -0.6974
C -2.40719 1.16447 0.74107 1.1316 0.5228 0.6785
C -1.17603 1.21814 1.58693 -0.5593 0.2054 -1.2361
C -0.66776 0.02978 2.09719 -0.1659 0.0936 1.1406
C -1.22402 -1.18821 1.69547 -0.7716 -0.3831 -1.2315
C -2.44656 -1.19056 0.85162 1.2303 -0.5651 0.7709
H -5.13823 0.31801 0.38257 -0.2364 0.0724 -0.1165
H -4.63180 -1.02237 -0.66879 -0.0650 -0.0469 0.0474
H -4.32210 0.64733 -1.17027 -0.1293 0.1493 0.0001
H -2.79870 2.11276 0.37990 -0.0247 -0.0121 0.0258
H -0.77091 2.18068 1.87426 -0.0953 0.0669 0.0724
H 0.12057 0.05040 2.86703 0.0540 -0.0127 -0.1092
H -0.82282 -2.13179 2.04670 -0.0601 -0.0455 0.0714
H -2.85688 -2.15983 0.58470 -0.0411 -0.0017 0.0315
Br 0.77104 -0.02304 -2.01113 -0.2291 -0.0217 -0.4036
C 2.72931 -0.02598 -2.01256 -0.1534 0.0025 0.1198
Br 2.96002 -0.01331 -0.06344 0.2849 0.0054 0.0759
H 3.11250 0.90269 -2.42801 0.0459 -0.0167 -0.0974
H 3.11261 -0.95776 -2.42082 0.0421 0.0100 -0.0908